A cluster of 6 separate species, C7H26N8O6 in total, computed with the ωB97M-V functional and the def2-TZVPD basis.

Last column: Löwdin charge in e.
Atoms and positions in Å:
C 2.095 2.799 -1.864  -0.19
O 2.023 3.380 -0.585  -0.13
H 3.004 2.199 -1.819  0.06
H 1.283 2.077 -1.956  0.06
H 2.254 3.358 -2.786  0.07
H 1.327 2.911 -0.118  0.00
C -0.086 -3.395 -1.431  -0.99
O -0.554 -2.331 -1.037  -0.04
N 1.086 -3.829 -1.196  0.13
N -0.751 -4.201 -2.160  0.11
H 1.705 -3.160 -0.759  0.06
H 1.435 -4.747 -1.435  0.00
H -1.729 -3.999 -2.306  0.10
H -0.351 -5.081 -2.452  0.02
C -2.790 -0.745 2.735  -0.85
O -2.368 0.186 3.415  0.01
N -2.735 -0.936 1.515  0.20
N -3.661 -1.523 3.278  0.14
H -3.256 -1.714 1.135  0.12
H -2.152 -0.257 1.047  0.11
H -3.875 -1.462 4.263  0.12
H -4.119 -2.183 2.666  0.10
C 3.463 -2.368 1.363  -0.80
O 2.782 -2.469 2.390  0.00
N 3.081 -1.847 0.239  0.14
N 4.716 -2.774 1.250  0.13
H 3.731 -1.865 -0.533  0.07
H 2.244 -1.292 0.136  0.09
H 5.203 -2.728 0.366  0.08
H 5.118 -3.340 1.983  0.11
C 0.275 0.691 0.673  -0.78
O 0.466 1.833 1.006  0.04
N -0.226 0.379 -0.467  0.18
N 0.454 -0.391 1.418  0.18
H -0.560 1.120 -1.067  0.10
H -0.516 -0.554 -0.720  0.05
H 0.143 -1.263 1.014  0.08
H 0.790 -0.300 2.366  0.13
C -1.889 4.821 -0.149  -0.08
C -2.407 4.401 -1.492  -0.33
O -1.916 3.091 -1.794  -0.09
H -2.287 4.420 0.783  0.09
H -1.891 5.911 -0.148  0.07
H -0.820 4.685 -0.317  0.07
H -2.042 5.071 -2.270  0.11
H -3.496 4.411 -1.476  0.10
H -2.202 3.015 -2.707  0.07

Summary:
LUMO (spin up / spin down)	2.6 / 2.6	eV
total charge	-1
multiplicity	2

***

A cluster of 6 separate species, C7H26O6 in total, computed with the ωB97M-V functional and the def2-TZVPD basis.

Last column: Löwdin charge in e.
Atoms and positions in Å:
C -0.768 -0.077 -2.891  -0.10
C 0.316 -1.035 -2.466  -0.33
O -0.348 -2.020 -1.693  -0.08
H -1.517 -0.619 -3.480  0.08
H -0.351 0.851 -3.327  0.09
H -1.450 0.063 -2.022  0.06
H 1.159 -0.699 -1.848  0.09
H 0.689 -1.325 -3.451  0.11
H -1.257 -2.090 -2.031  0.07
C -0.101 1.196 0.190  -0.21
O -1.407 1.346 0.554  -0.09
H 0.185 0.135 0.391  0.10
H 0.606 1.939 0.536  0.08
H -0.082 1.398 -0.897  0.05
H -1.851 0.589 0.232  0.01
C -4.685 -0.191 -0.844  -0.14
O -3.384 -0.508 -0.371  -0.12
H -4.802 0.886 -1.117  0.09
H -5.525 -0.530 -0.147  0.10
H -4.861 -0.747 -1.803  0.08
H -3.286 -1.410 -0.231  0.05
C 2.975 1.432 -1.781  -0.15
O 3.334 0.376 -2.676  -0.14
H 3.568 2.344 -1.889  0.08
H 3.051 1.075 -0.745  0.07
H 1.903 1.698 -1.983  0.07
H 3.203 -0.517 -2.321  0.07
C 2.652 0.779 2.905  -0.20
O 3.084 -0.497 3.148  -0.11
H 2.378 0.921 1.894  0.04
H 3.538 1.455 3.014  0.09
H 1.885 1.066 3.643  0.09
H 3.411 -0.504 4.055  0.09
C -0.620 -0.907 3.156  -0.17
O 0.365 -1.910 2.996  -0.09
H -1.337 -1.121 2.365  0.07
H -0.472 0.196 3.105  0.08
H -1.099 -1.066 4.084  0.06
H 0.907 -1.959 3.754  0.04

Summary:
LUMO	0.5	eV
SMILES string	CCO.CO.CO.CO.CO.CO
multiplicity	1

***

A cluster of 9 separate species, C7H26O8 in total, computed with the ωB97M-V functional and the def2-TZVPD basis.

Last column: Löwdin charge in e.
Atoms and positions in Å:
C -0.748 2.890 -0.665  -0.17
C -0.227 3.902 -1.402  0.01
C -0.515 0.651 0.278  -0.13
C 0.047 1.744 -0.258  -0.15
C 0.777 -2.955 0.675  -0.09
C -0.053 -1.783 0.303  -0.15
C 0.247 -0.514 0.659  -0.16
H -1.808 2.886 -0.375  0.11
H 0.789 3.927 -1.713  0.04
H -0.803 4.783 -1.759  0.06
H -1.605 0.655 0.477  0.11
H 1.120 1.815 -0.409  0.10
H 0.201 -3.692 1.229  0.07
H 1.191 -3.425 -0.272  0.09
H 1.654 -2.688 1.293  0.08
H -0.961 -2.025 -0.368  0.12
H 1.100 -0.397 1.303  0.09
H -2.811 -0.769 0.317  -0.01
H -3.653 -1.597 -0.805  0.12
O -2.958 -0.881 -0.637  -0.10
H -0.024 -2.059 -2.782  0.00
H 1.487 -2.044 -2.483  -0.02
O 0.809 -2.575 -2.870  -0.08
H 0.776 -0.304 -1.843  -0.01
H 1.935 0.291 -2.715  0.13
O 1.739 -0.221 -1.870  -0.08
H -2.846 -1.469 2.598  0.03
H -1.821 -0.290 2.389  0.03
O -2.652 -0.757 2.032  -0.07
H 2.066 1.232 1.683  0.04
H 1.135 2.569 2.025  0.08
O 1.530 1.737 2.406  -0.11
H -0.191 -0.202 3.930  0.04
H 0.156 0.836 2.964  -0.02
O -0.585 0.354 3.307  -0.01
H 2.487 0.253 -0.340  -0.04
H 3.911 0.634 0.192  0.12
O 2.925 0.636 0.383  -0.06
H -1.634 -0.666 -1.656  0.01
H -1.292 0.076 -2.918  0.09
O -0.894 -0.557 -2.303  -0.09

Summary:
LUMO	0.4	eV
SMILES string	C=C/C=C/C=C/C.O.O.O.O.O.O.O.O
multiplicity	1

***

A structure of composition C7H27AlO7, computed with the ωB97M-V functional and the def2-TZVPD basis.

Last column: Löwdin charge in e.
Atoms and positions in Å:
Al 2.849 -0.858 -2.806  1.10
C 0.281 0.988 -0.447  -0.06
O 1.345 1.262 -1.325  0.00
H 0.364 0.012 0.030  0.10
H 0.154 1.769 0.303  0.12
H -0.682 0.904 -0.949  0.13
C -3.979 1.351 -1.834  -0.14
O -4.026 0.009 -2.158  -0.13
H -3.977 1.891 -2.780  0.09
H -4.885 1.586 -1.275  0.10
H -3.046 1.590 -1.324  0.07
H -4.907 -0.211 -2.469  0.12
C 2.122 -2.835 1.009  -0.11
O 2.702 -1.833 0.122  -0.23
H 1.097 -2.555 1.249  0.05
H 2.071 -3.828 0.561  0.09
H 2.645 -3.000 1.951  0.09
H 3.137 -1.167 0.660  0.06
C -0.737 0.438 -4.025  -0.13
O 0.127 -0.668 -4.276  -0.18
H -1.410 0.136 -3.222  0.06
H -0.186 1.353 -3.812  0.09
H -1.355 0.718 -4.878  0.10
H -0.369 -1.303 -4.796  0.10
C 2.274 3.091 2.725  -0.09
O 2.996 2.669 1.552  -0.03
H 2.305 4.180 2.782  0.10
H 1.235 2.770 2.797  0.09
H 2.745 2.766 3.653  0.09
H 3.183 1.727 1.571  0.07
C 1.772 -0.476 3.756  -0.12
O 0.510 -0.388 4.494  -0.07
H 2.363 -1.374 3.933  0.09
H 1.563 -0.466 2.687  0.05
H 2.436 0.340 4.045  0.08
H 0.071 -1.203 4.239  0.08
C -2.019 -1.591 0.034  -0.13
O -2.064 -1.870 -1.338  -0.02
H -1.065 -2.018 0.344  0.07
H -2.113 -0.546 0.329  0.08
H -2.811 -2.091 0.590  0.12
H -2.717 -1.270 -1.705  0.04

Summary:
LUMO	-13.2	eV
total charge	+2
multiplicity	1